The following is a quantum chemistry calculation of C5H7N as an isolated structure in a non-equilibrium geometry, from OMol25.

Calculated values
gap between HOMO and LUMO	9.496	eV
relative energy (zero: lowest compared OMol25 entry of this formula, charge and spin)	85.90	kcal per mole
net charge	0

The geometry in XYZ format:
```
13
Properties=species:S:1:pos:R:3:forces:R:3:mulliken_charge:R:1
C -0.170 -0.302 1.201 0.283 0.058 0.033 -0.70
C -0.997 0.619 0.322 0.344 0.266 0.290 0.09
C -0.321 0.949 -0.957 0.523 1.132 0.372 -0.42
C 0.505 -0.202 -1.084 -2.525 -0.980 -1.023 -0.51
C 0.843 -0.837 0.189 1.802 1.188 -0.084 -0.32
N -1.425 0.012 -0.913 0.771 -1.079 -0.658 -0.60
H -0.808 -1.090 1.614 0.179 -0.075 -0.130 0.28
H 0.344 0.184 2.033 -0.244 0.166 -0.023 0.33
H -1.618 1.372 0.783 -0.348 0.011 -0.153 0.42
H -0.322 1.844 -1.556 0.035 0.228 0.128 0.45
H 1.788 -0.194 0.112 -0.010 -1.018 1.742 0.16
H 1.052 -0.465 -1.987 -0.545 -0.106 -0.131 0.43
H 1.128 -1.890 0.243 -0.265 0.209 -0.362 0.39
```
Positions in Å, forces in eV/Å.



The following is a quantum chemistry calculation of one molecule with the formula C5H7N in a non-equilibrium geometry, from OMol25.

Calculated values
gap between HOMO and LUMO	9.410	eV
relative energy (zero: lowest compared OMol25 entry of this formula, charge and spin)	84.43	kcal per mole
net charge	0

The geometry in XYZ format:
```
13
Properties=species:S:1:pos:R:3:forces:R:3:mulliken_charge:R:1
C 0.482 -1.134 0.100 0.106 -0.199 0.061 -0.79
C 1.154 -0.064 -0.734 0.021 0.213 -0.249 -0.35
C 0.662 1.156 -0.459 1.310 -0.285 -1.071 -0.52
C -0.291 1.063 0.594 -5.447 0.708 1.068 -0.18
N -1.731 0.182 0.079 1.190 -0.897 -0.248 -0.64
C -0.601 -0.362 0.851 -0.340 -0.425 -0.296 0.02
H 1.187 -1.584 0.813 -0.086 0.095 -0.127 0.34
H 0.089 -1.960 -0.510 0.046 0.212 0.134 0.33
H 1.915 -0.287 -1.479 -0.182 0.064 0.129 0.38
H 0.966 2.086 -0.931 -0.047 -0.176 0.090 0.41
H -1.356 1.595 0.769 3.105 0.672 0.423 0.34
H -1.574 0.040 -0.923 0.155 -0.087 0.208 0.30
H -0.901 -0.732 1.830 0.169 0.104 -0.123 0.36
```
Positions in Å, forces in eV/Å.



The following is a quantum chemistry calculation of one molecule with the formula C5H7N in a non-equilibrium geometry, from OMol25.

Calculated values
gap between HOMO and LUMO (alpha / beta)	9.102 / 7.249	eV
relative energy (zero: lowest compared OMol25 entry of this formula, charge and spin)	127.88	kcal per mole
net charge	0

The geometry in XYZ format:
```
13
Properties=species:S:1:pos:R:3:forces:R:3:mulliken_charge:R:1
C -1.285 0.321 0.069 -0.007 -0.312 0.156 -0.62
C -0.533 -0.834 0.692 0.219 -0.124 0.742 -0.11
C -0.348 -0.006 -1.007 0.008 0.370 -0.939 -0.44
C 1.097 0.110 -0.522 -0.257 -0.101 -0.539 0.27
N 1.452 1.392 -0.066 0.423 0.763 0.016 -0.67
C 0.860 -0.701 0.683 -0.651 -0.738 0.545 -0.69
H -2.327 0.099 -0.164 0.166 0.020 0.034 0.28
H -1.199 1.271 0.603 -0.022 -0.091 -0.082 0.20
H -1.077 -1.631 1.194 0.096 0.066 -0.020 0.40
H -0.683 -0.298 -2.000 0.177 0.033 0.183 0.34
H 1.818 -0.308 -1.233 -0.089 0.076 0.161 0.36
H 0.648 1.782 0.425 0.049 0.009 -0.077 0.29
H 1.578 -1.197 1.325 -0.112 0.030 -0.180 0.39
```
Positions in Å, forces in eV/Å.



The following is a quantum chemistry calculation of C5H7N as an isolated structure in a non-equilibrium geometry, from OMol25.

Calculated values
gap between HOMO and LUMO	9.282	eV
relative energy (zero: lowest compared OMol25 entry of this formula, charge and spin)	127.87	kcal per mole
net charge	0

The geometry in XYZ format:
```
13
Properties=species:S:1:pos:R:3:forces:R:3:mulliken_charge:R:1
C 0.304 -0.640 -1.331 1.881 1.286 1.599 -1.06
C -0.752 0.344 -0.929 -0.421 0.176 0.034 0.03
C -1.003 0.439 0.519 -0.415 0.220 0.377 -0.10
C -0.010 -0.424 1.255 0.101 0.051 -0.214 -0.68
C 0.961 0.098 0.163 0.193 0.685 -0.482 -0.08
N 0.063 1.276 -0.120 -0.377 0.778 0.236 -0.64
H 0.841 -0.268 -2.201 0.356 -0.139 0.273 0.26
H 0.871 -1.252 -0.645 -1.129 -2.892 -1.075 0.47
H -1.449 0.789 -1.633 0.030 -0.295 0.051 0.38
H -1.884 0.925 0.919 -0.047 -0.184 0.024 0.38
H -0.202 -1.501 1.382 0.096 0.283 -0.193 0.27
H 0.228 0.022 2.228 0.124 -0.089 -0.231 0.29
H 2.032 0.192 0.391 -0.390 0.120 -0.400 0.49
```
Positions in Å, forces in eV/Å.



The following is a quantum chemistry calculation of one molecule with the formula C5H7N in a non-equilibrium geometry, from OMol25.

Calculated values
gap between HOMO and LUMO	9.311	eV
relative energy (zero: lowest compared OMol25 entry of this formula, charge and spin)	17.56	kcal per mole
net charge	0

The geometry in XYZ format:
```
13
Properties=species:S:1:pos:R:3:forces:R:3:mulliken_charge:R:1
C -1.863 0.144 -0.009 0.036 0.489 0.000 -0.83
N -0.428 0.167 0.133 0.280 -0.159 0.131 0.18
C 0.202 -1.034 0.329 0.255 0.100 0.575 -0.27
C 1.529 -0.872 0.084 0.423 0.085 0.163 -0.54
C 1.728 0.494 -0.235 0.151 0.087 -0.193 -0.43
C 0.500 1.108 -0.209 -0.012 -0.050 -0.155 -0.51
H -2.376 0.656 0.835 0.135 -0.846 -0.361 0.22
H -1.982 -0.933 -0.165 -1.306 0.431 0.480 0.36
H -2.183 0.647 -0.922 0.112 0.007 -0.071 0.32
H -0.283 -1.813 0.902 -0.192 -0.183 -0.602 0.35
H 2.269 -1.650 0.155 0.143 0.053 0.124 0.39
H 2.672 0.963 -0.454 -0.013 0.079 -0.075 0.38
H 0.215 2.122 -0.445 -0.011 -0.093 -0.015 0.38
```
Positions in Å, forces in eV/Å.



The following is a quantum chemistry calculation of C5H7N as an isolated structure in a non-equilibrium geometry, from OMol25.

Calculated values
gap between HOMO and LUMO	9.484	eV
relative energy (zero: lowest compared OMol25 entry of this formula, charge and spin)	161.58	kcal per mole
net charge	0

The geometry in XYZ format:
```
13
Properties=species:S:1:pos:R:3:forces:R:3:mulliken_charge:R:1
C -1.149 -0.662 0.466 1.583 -1.060 0.428 -0.24
C -1.036 -0.037 -0.773 1.424 -0.172 -0.385 -0.52
C -0.621 0.743 0.430 -0.017 0.079 0.084 -0.54
C 0.905 0.865 0.266 -0.028 -0.011 0.306 -0.08
N 1.668 -0.418 0.182 -1.340 -0.889 0.672 -0.54
C 1.186 0.114 -0.949 -1.372 -0.664 -0.230 -0.25
H -1.949 -1.116 1.032 -0.124 0.264 -0.093 0.36
H -0.128 -1.574 0.814 -1.288 1.214 -0.575 -0.05
H -1.594 0.055 -1.697 -0.009 0.034 0.397 0.37
H -1.168 1.569 0.883 0.011 -0.230 -0.012 0.41
H 1.447 1.731 0.646 -0.027 -0.268 -0.038 0.41
H 0.910 -1.364 0.680 1.172 1.645 -0.908 0.30
H 1.529 0.095 -1.979 0.016 0.058 0.355 0.36
```
Positions in Å, forces in eV/Å.



The following is a quantum chemistry calculation of one molecule with the formula C5H7N in a non-equilibrium geometry, from OMol25.

Calculated values
gap between HOMO and LUMO	9.023	eV
relative energy (zero: lowest compared OMol25 entry of this formula, charge and spin)	11.89	kcal per mole
net charge	0

The geometry in XYZ format:
```
13
Properties=species:S:1:pos:R:3:forces:R:3:mulliken_charge:R:1
C 1.944 0.078 0.030 0.341 -0.130 0.115 -1.16
C 0.459 0.047 -0.033 -0.432 -1.676 0.908 0.74
C -0.354 -1.021 -0.333 0.987 -1.046 -1.067 -0.72
N -1.670 -0.680 -0.298 0.522 -0.289 -0.160 0.01
C -1.719 0.594 0.139 -0.656 0.413 0.381 -0.56
C -0.452 0.978 0.436 -0.100 1.897 -0.170 -0.54
H 2.320 0.178 1.048 -0.077 0.023 0.150 0.28
H 2.381 -0.832 -0.374 -0.037 -0.150 -0.069 0.32
H 2.376 0.903 -0.534 -0.143 0.133 -0.112 0.28
H -0.054 -2.026 -0.508 0.087 -0.546 -0.455 0.38
H -2.430 -1.250 -0.620 0.024 0.060 0.042 0.18
H -2.602 1.176 0.078 -0.671 0.233 0.418 0.40
H -0.199 1.854 0.970 0.156 1.081 0.019 0.41
```
Positions in Å, forces in eV/Å.



The following is a quantum chemistry calculation of C5H7N as an isolated structure, from OMol25.

Calculated values
gap between HOMO and LUMO (alpha / beta)	7.186 / 7.187	eV
relative energy (zero: lowest compared OMol25 entry of this formula, charge and spin)	191.29	kcal per mole
net charge	0

The geometry in XYZ format:
```
13
Properties=species:S:1:pos:R:3:forces:R:3:mulliken_charge:R:1
C -0.094 -0.675 1.454 0.065 -0.004 0.131 -0.57
C 0.154 -1.050 0.006 -0.041 -0.048 -0.157 -0.26
C -0.967 -0.134 0.355 -0.181 -0.192 0.477 0.10
C -0.426 0.778 -1.388 0.067 0.201 -0.565 -0.78
N 0.223 1.230 -0.105 -0.002 0.097 0.157 -0.38
C 0.767 0.051 -0.826 0.254 -0.096 -0.050 -0.11
H -0.605 -1.458 2.017 0.079 0.116 -0.080 0.25
H 0.599 -0.070 2.032 -0.155 -0.073 -0.129 0.21
H 0.014 -2.057 -0.379 0.011 0.155 0.085 0.31
H -2.046 -0.196 0.302 0.196 0.070 -0.045 0.38
H -0.263 1.444 -2.247 0.022 -0.088 0.137 0.21
H 0.849 2.037 -0.038 -0.121 -0.134 0.024 0.22
H 1.794 0.100 -1.183 -0.195 -0.004 0.013 0.43
```
Positions in Å, forces in eV/Å.



The following is a quantum chemistry calculation of one molecule with the formula C5H7N in a non-equilibrium geometry, from OMol25.

Calculated values
gap between HOMO and LUMO	11.195	eV
relative energy (zero: lowest compared OMol25 entry of this formula, charge and spin)	28.12	kcal per mole
net charge	0

The geometry in XYZ format:
```
13
Properties=species:S:1:pos:R:3:forces:R:3:mulliken_charge:R:1
C 2.811 -0.261 -0.242 1.443 -0.373 -0.044 -0.73
C 1.733 0.294 0.289 -0.263 0.112 0.824 -0.07
C 0.366 -0.372 0.262 1.457 -1.128 -0.469 -0.40
C -0.666 0.592 -0.287 0.007 0.642 -0.033 -0.40
C -2.001 0.024 -0.102 0.571 0.973 -0.651 0.20
H 3.788 0.242 -0.094 -0.666 -0.390 -0.258 0.24
H 2.878 -1.270 -0.745 -0.494 1.325 0.494 0.23
H 1.840 1.242 0.912 -0.214 -1.175 -1.048 0.23
H 0.114 -0.648 1.315 -0.061 0.055 -0.837 0.26
H 0.461 -1.333 -0.378 -0.379 1.501 1.119 0.28
H -0.599 1.506 0.316 -0.264 -0.105 0.108 0.23
H -0.454 0.986 -1.314 -0.352 -0.924 0.627 0.31
N -3.069 -0.340 0.066 -0.785 -0.513 0.170 -0.40
```
Positions in Å, forces in eV/Å.



Question: Which formula does entry 6 have?
Answer: C5H7N